37
Properties=species:S:1:pos:R:3:forces:R:3 method="wB97M-V/def2-TZVPD" max_force_ev_per_a=1.10 homo_lumo_gap_ev=9.0 smiles="Cn1cnnc1SCC(=O)NNC(=O)COc1ccc(Br)cc1"
C -3.08116 -2.72342 0.05277 -0.341 -0.367 -0.142
N -1.97876 -2.02465 0.64559 0.690 0.223 0.115
C -1.98635 -1.01974 1.56266 0.021 0.022 0.096
N -0.77678 -0.64147 1.84274 -0.532 0.618 0.737
N 0.07070 -1.39637 1.12138 0.189 -0.732 -0.293
C -0.65281 -2.21979 0.40598 -0.043 0.013 0.124
S -0.06706 -3.40041 -0.72189 0.131 -0.335 -0.299
C 1.69561 -2.94007 -0.72512 -0.528 0.026 0.182
C 1.79216 -1.42500 -0.77324 0.438 0.144 -0.049
O 1.20347 -0.75474 -1.58347 -0.038 -0.040 -0.211
N 2.62963 -0.89545 0.16225 0.697 0.463 0.015
N 2.55596 0.46458 0.42960 -0.364 -0.668 0.382
C 3.05037 1.35779 -0.47206 0.089 0.142 0.109
O 3.84213 1.07994 -1.33747 0.025 0.155 -0.184
C 2.58137 2.79887 -0.23263 0.254 0.068 -0.290
O 1.45914 2.94413 0.60288 -0.080 -0.051 0.226
C 0.24326 2.48748 0.17403 -0.462 0.040 -0.106
C -0.80794 2.65380 1.07699 0.237 0.037 -0.134
C -2.06684 2.18287 0.77667 0.016 0.037 -0.104
C -2.27034 1.53708 -0.43132 -0.123 -0.037 -0.114
Br -3.98890 0.81049 -0.81530 0.021 0.060 -0.014
C -1.25012 1.38724 -1.34860 -0.223 -0.037 0.108
C 0.01089 1.87313 -1.05117 0.313 0.238 0.194
H -3.18531 -3.71557 0.49686 -0.052 0.040 -0.025
H -3.99365 -2.15200 0.21090 0.064 -0.038 -0.047
H -2.90432 -2.83579 -1.01744 -0.088 0.065 0.014
H -2.87764 -0.60915 1.98795 -0.287 0.086 0.033
H 2.17390 -3.36840 0.15368 0.079 0.033 -0.050
H 2.10536 -3.37745 -1.63521 0.012 0.050 0.054
H 2.99224 -1.46122 0.91619 -0.194 0.132 -0.178
H 1.76884 0.73486 1.01509 0.089 -0.120 -0.215
H 2.42917 3.27209 -1.21061 0.025 -0.136 0.104
H 3.38908 3.33161 0.27912 -0.081 -0.109 -0.136
H -0.61031 3.14051 2.01794 0.032 0.055 0.134
H -2.87683 2.30340 1.47907 -0.062 0.000 0.055
H -1.41721 0.87938 -2.28542 -0.022 -0.052 -0.056
H 0.79902 1.72143 -1.76939 0.096 -0.027 -0.034

---

33
Properties=species:S:1:pos:R:3:forces:R:3 method="wB97M-V/def2-TZVPD" max_force_ev_per_a=2.55 homo_lumo_gap_ev=8.5 relative_energy_kcal_mol=7.4 smiles="O=C(CCCCl)Nc1cc(=O)n(-c2ccccc2)[nH]1"
O -1.67995 2.42205 -1.36262 0.921 0.132 2.117
C -1.28511 2.47470 -0.19141 -1.094 -0.345 -1.888
C -1.58531 3.66914 0.71937 -0.105 -0.161 -0.904
C -2.70890 4.58862 0.21472 -0.291 -0.568 0.538
C -4.08367 3.93836 0.40974 0.178 -0.085 0.254
Cl -5.39907 5.10142 -0.00845 0.302 -0.312 0.129
N -0.53968 1.44438 0.37970 0.045 -0.201 1.132
C -0.05809 0.31544 -0.28436 -0.342 0.262 -0.825
C 0.00070 0.02588 -1.59457 -0.631 1.636 -0.645
C 0.63913 -1.24601 -1.75377 -1.219 0.692 -2.136
O 0.71854 -1.75628 -2.87070 1.073 -0.920 1.176
N 1.00798 -1.66333 -0.49464 -0.232 -0.356 -0.138
C 1.86016 -2.74415 -0.19161 0.701 -1.055 1.271
C 2.63447 -3.43759 -1.17088 -0.520 0.933 -0.343
C 3.43044 -4.51949 -0.78965 -0.572 0.688 0.218
C 3.50619 -4.92372 0.54740 0.440 -0.557 -0.728
C 2.82282 -4.22242 1.51872 -0.664 -0.024 0.084
C 1.95998 -3.18389 1.15552 -0.104 0.780 -0.058
N 0.54334 -0.69421 0.43706 1.066 -0.638 1.420
H -1.82958 3.33283 1.69983 -0.131 -0.448 0.964
H -0.64701 4.19452 0.80739 0.351 0.426 0.019
H -2.71044 5.53283 0.74825 0.256 0.134 0.150
H -2.57138 4.79037 -0.83229 0.059 0.129 -0.462
H -4.27236 3.57401 1.44741 0.207 0.440 -0.755
H -4.15231 3.10324 -0.27812 -0.286 -0.138 -0.020
H -0.38198 1.45010 1.39671 -0.102 0.288 -0.908
H -0.30884 0.63308 -2.47012 0.249 -0.609 1.098
H 2.60589 -3.10631 -2.23761 -0.104 -0.349 1.163
H 3.99148 -5.00918 -1.57445 0.016 -0.177 0.147
H 4.07357 -5.83312 0.77793 -0.094 0.556 0.122
H 2.88910 -4.54105 2.56229 -0.074 0.203 -0.341
H 1.38552 -2.66838 1.95888 0.520 -0.448 -0.742
H 0.14438 -1.04186 1.32432 0.180 0.093 -1.108